Below is a single C18H29NO2 molecule, with properties calculated with ωB97M-V/def2-TZVPD.

Geometry as XYZ:
```
50
Properties=species:S:1:pos:R:3:forces:R:3
C -3.1320 -1.6723 -1.7534 -0.2 0.1 -0.1
C -4.4117 -1.0352 -1.2266 0.3 -0.1 0.2
C -4.2258 -0.4552 0.1830 -0.3 0.0 -0.1
C -5.5570 0.0494 0.7430 0.2 -0.1 0.0
C -3.1829 0.6375 0.1698 0.2 -0.3 0.2
C -3.4222 1.8441 -0.4668 0.1 0.0 0.1
C -2.4674 2.8456 -0.5025 0.0 0.1 -0.1
C -1.2439 2.6363 0.1028 -0.1 0.0 0.0
C -0.9755 1.4379 0.7416 0.2 -0.1 0.2
C -1.9350 0.4354 0.7812 -0.2 0.2 -0.1
O -1.7710 -0.7730 1.4112 -0.3 0.2 -0.2
C -0.5292 -1.1546 1.9446 0.5 -0.3 -0.2
C 0.4545 -1.6706 0.8869 -0.2 0.0 0.3
O 1.1846 -0.5937 0.3530 -0.1 0.1 0.2
C 2.0240 -0.9224 -0.7349 0.3 -0.2 -0.1
C 3.3714 -1.5612 -0.3250 -0.3 0.1 0.0
N 4.4294 -0.6475 0.0299 0.0 0.2 -0.1
C 5.0433 0.0644 -1.0829 0.2 -0.1 -0.2
C 5.5842 1.3495 -0.4652 -0.1 -0.1 -0.1
C 4.5032 1.6866 0.5576 0.1 -0.2 0.0
C 4.1306 0.3062 1.1010 0.1 0.1 0.4
H -2.3393 -0.9300 -1.8212 0.1 0.0 0.0
H -3.2939 -2.0971 -2.7420 0.1 -0.1 -0.1
H -2.8030 -2.4659 -1.0855 0.1 -0.1 0.0
H -4.7288 -0.2424 -1.9076 -0.1 0.0 0.0
H -5.2047 -1.7863 -1.1963 -0.1 0.0 0.0
H -3.8633 -1.2544 0.8343 -0.1 0.1 -0.1
H -6.0056 0.7901 0.0859 -0.1 0.1 -0.1
H -5.4074 0.5025 1.7203 -0.1 0.1 0.1
H -6.2560 -0.7778 0.8488 -0.1 -0.1 0.0
H -4.3744 2.0064 -0.9493 -0.1 0.0 0.0
H -2.6776 3.7784 -1.0043 0.0 0.1 0.0
H -0.4853 3.4050 0.0800 0.1 0.1 0.0
H -0.0044 1.2869 1.1824 0.0 0.0 0.0
H -0.0607 -0.3467 2.5165 0.0 -0.1 0.0
H -0.7712 -1.9749 2.6268 0.1 0.1 -0.1
H -0.1090 -2.1799 0.0902 0.0 0.0 0.1
H 1.1277 -2.4030 1.3567 -0.1 0.0 0.0
H 2.2036 0.0263 -1.2475 0.0 -0.1 -0.1
H 1.4898 -1.5930 -1.4228 0.0 0.1 0.0
H 3.2034 -2.2212 0.5316 -0.1 -0.1 -0.1
H 3.7356 -2.1741 -1.1534 -0.1 -0.1 0.0
H 4.3201 0.3049 -1.8778 0.0 0.0 0.0
H 5.8305 -0.5576 -1.5198 0.0 0.1 -0.1
H 6.5279 1.1498 0.0426 0.1 0.0 0.0
H 5.7379 2.1339 -1.2041 0.1 0.0 0.0
H 3.6447 2.1399 0.0588 0.0 0.0 0.0
H 4.8495 2.3628 1.3369 0.0 0.1 0.0
H 3.0850 0.2562 1.4057 0.1 0.0 0.0
H 4.7574 0.0538 1.9659 -0.1 0.1 0.1
```
Positions in Å, forces in eV/Å.

Values from the calculation:
- Gap between HOMO and LUMO: 8.89 eV
- Lowest unoccupied orbital energy: 0.89 eV
- Total charge: 0
- Structure (SMILES): CC[C@H](C)c1ccccc1OCCOCCN1CCCC1
- ΔE to the lowest compared entry with this formula, charge and spin: 1.271 eV
- E_HOMO: -7.997 eV


Below is a molecular structure, C18H29OZr, with properties calculated with ωB97M-V/def2-TZVPD.

Geometry as XYZ:
```
49
Properties=species:S:1:pos:R:3:forces:R:3
C -0.3902 0.6690 -3.4475 0.4 -0.6 1.7
C 0.2531 1.9615 -3.1081 0.3 0.0 0.3
C 0.4101 -0.4496 -3.9787 0.6 -0.4 -0.4
C -1.7999 0.4143 -3.0797 -0.4 0.0 0.6
H 0.1117 -0.7796 -4.9965 0.1 0.2 0.3
H 0.2739 -1.3325 -3.3243 0.0 0.3 -0.5
H 1.4932 -0.2192 -3.9919 -0.6 -0.1 -0.2
H 0.1115 2.7546 -3.8528 0.0 -0.1 -0.1
H 1.3335 1.7979 -2.9876 -0.2 0.2 -0.1
H -0.1294 2.3531 -2.1553 -0.1 0.0 -0.3
H -2.5344 0.8622 -3.7599 0.1 0.0 -0.2
H -2.0067 0.8482 -2.0844 0.0 0.0 -0.4
H -2.0120 -0.6612 -3.0067 0.0 0.2 -0.2
C 2.7837 -1.4526 1.2240 0.7 0.5 -0.1
C 2.7029 -1.6284 -0.2058 0.2 0.9 0.4
C 2.4061 -0.3553 -0.8020 0.3 0.2 0.2
H 2.9177 -2.5403 -0.7501 -0.2 0.2 0.2
C 2.3428 0.6170 0.2571 1.2 -0.3 0.4
C 2.6158 -0.0498 1.5002 1.0 0.2 -0.9
H 2.7847 0.4334 2.4720 -0.4 -0.3 -0.5
H 3.0275 -2.2233 1.9580 0.0 0.4 -0.3
H 2.3690 -0.1360 -1.8734 -0.1 -0.1 0.6
H 2.1736 1.6899 0.1211 0.0 -0.5 0.1
C -1.2081 -2.2614 1.4147 -0.4 -0.5 -1.4
C -0.0054 -3.0492 1.3814 -0.4 -0.5 0.2
C 0.3904 -3.2041 0.0070 -1.3 0.3 0.0
H 0.4684 -3.5316 2.2430 -0.3 0.2 -0.5
C -0.5237 -2.4488 -0.8083 -0.4 -0.3 0.5
C -1.4992 -1.8452 0.0602 -0.1 -1.7 0.7
H -2.3394 -1.2382 -0.2599 0.2 -0.1 0.1
H -1.8273 -2.0757 2.2921 0.3 0.2 -0.3
H 1.1832 -3.8421 -0.3478 0.0 0.2 0.0
H -0.5479 -2.4222 -1.9022 0.1 0.1 0.5
Zr 0.5758 -0.9033 0.6656 -0.1 0.4 -0.9
C 0.1218 1.7802 3.6568 -0.1 0.0 0.2
C -0.4648 0.5761 2.9523 -0.1 0.2 -0.3
O -0.5236 0.7570 1.5064 -0.5 1.0 0.2
C -1.1807 1.9917 1.0536 0.2 -0.3 0.7
C -2.6197 2.0081 1.5299 -0.3 0.0 0.0
H 1.0892 2.0893 3.2410 -0.2 -0.2 0.1
H 0.2407 1.4788 4.6963 0.2 0.2 0.1
H -0.5637 2.6412 3.6568 0.2 -0.3 -0.1
H 0.1452 -0.3386 3.1416 -0.2 0.4 -0.2
H -1.4838 0.3731 3.2927 0.2 -0.1 0.1
H -0.6009 2.8229 1.4761 -0.2 -0.1 -0.3
H -1.0796 1.9982 -0.0329 0.0 -0.1 0.1
H -2.6983 2.0514 2.6277 0.1 -0.1 -0.4
H -3.1303 2.9050 1.1605 0.1 -0.2 -0.1
H -3.1563 1.1139 1.1677 0.2 0.4 0.2
```
Positions in Å, forces in eV/Å.

Values from the calculation:
- Gap between HOMO and LUMO (spin up / spin down): 3.71 / 3.71 eV
- Lowest unoccupied orbital energy (spin up / spin down): -4.35 / -4.35 eV
- Total charge: +1
- ΔE to the lowest compared entry with this formula, charge and spin: 3.546 eV
- E_HOMO (spin up / spin down): -8.060 / -8.061 eV


Below is a molecular structure, C18H30AsN2NaO3S4, with properties calculated with ωB97M-V/def2-TZVPD.

Geometry as XYZ:
```
59
Properties=species:S:1:pos:R:3:forces:R:3
Na -0.2301 0.1193 0.6922 0.3 -0.2 -0.2
C 2.6447 3.9919 0.3767 0.0 0.0 0.0
C 1.9913 3.3592 1.6016 0.0 0.0 0.0
C 0.4790 3.6095 1.5437 0.0 0.0 0.0
C 2.2846 1.8731 1.7372 0.0 0.0 0.0
C 1.7601 1.1582 2.8182 0.0 0.0 0.0
C 1.9349 -0.2137 2.9281 -0.1 0.0 0.1
C 2.6461 -0.9327 1.9675 0.0 0.1 0.0
C 2.7692 -2.4281 2.0251 0.0 0.0 0.0
C 3.1799 -0.2205 0.9033 0.0 0.0 0.0
C 3.0063 1.1549 0.7928 0.0 0.0 0.0
H 2.4246 5.0622 0.3534 0.0 0.0 0.0
H 2.2402 3.5460 -0.5359 0.0 0.0 0.0
H 3.7302 3.8683 0.3813 0.0 0.0 0.0
H 2.3893 3.8513 2.5001 0.0 0.0 0.0
H 0.0569 3.1347 0.6532 0.0 0.0 0.0
H 0.2741 4.6831 1.4864 0.0 0.0 0.0
H -0.0379 3.2157 2.4207 0.0 0.0 0.0
H 1.1787 1.6785 3.5730 0.0 0.0 0.0
H 1.4671 -0.7454 3.7511 0.0 0.0 0.0
H 3.7662 -2.7295 2.3591 0.0 0.0 0.0
H 2.5925 -2.8480 1.0312 0.0 0.0 0.0
H 2.0328 -2.8485 2.7108 0.0 0.0 0.0
H 3.6576 -0.7540 0.0899 0.0 0.0 0.0
H 3.3719 1.6382 -0.1017 0.0 0.0 0.0
C -0.1278 -4.8521 1.2211 -0.1 0.1 -0.1
N -1.1095 -4.2078 0.3686 0.0 -0.1 0.0
C -1.4583 -4.9574 -0.8327 0.0 0.1 0.0
C -1.1594 -2.8510 0.3767 -0.1 0.1 0.1
O -0.6876 -2.1722 1.2910 0.0 -0.2 -0.1
C -1.9373 -2.2110 -0.7647 0.3 -0.1 -0.3
O -1.6691 -0.8486 -0.7055 -0.2 0.2 0.4
C -2.4301 0.0136 -1.4993 0.1 0.2 0.0
C -2.2448 1.4077 -0.8860 -0.9 0.0 0.3
O -1.9852 1.5300 0.3218 0.1 0.0 -0.1
N -2.9314 2.4349 -1.5418 0.4 -0.1 -0.2
C -3.0883 2.3242 -2.9858 0.0 0.0 0.0
C -2.5568 3.7719 -1.1153 -0.1 0.0 0.0
H -0.4741 -5.8572 1.4752 0.0 0.0 0.0
H -0.0021 -4.2698 2.1289 0.0 0.0 0.0
H 0.8308 -4.9109 0.6961 0.0 0.0 0.0
H -1.5692 -6.0039 -0.5485 0.0 -0.1 0.0
H -0.6772 -4.8462 -1.5929 0.0 0.0 0.0
H -2.4100 -4.6189 -1.2415 0.0 0.0 0.0
H -3.0138 -2.4043 -0.6294 -0.1 -0.1 0.1
H -1.6236 -2.6234 -1.7342 0.0 0.1 0.1
H -3.5074 -0.2281 -1.4138 0.0 0.0 0.0
H -2.1213 -0.0544 -2.5431 0.0 0.0 0.0
H -3.6170 1.4103 -3.2505 0.0 0.0 0.0
H -2.1184 2.3242 -3.4955 0.0 0.0 0.0
H -3.6889 3.1688 -3.3312 0.0 0.0 0.0
H -2.4476 3.7825 -0.0345 0.0 0.0 0.0
H -3.3367 4.4782 -1.4121 0.0 0.0 0.0
H -1.6041 4.0757 -1.5656 0.0 0.0 0.0
S 1.4792 -3.2238 -1.7055 0.1 -0.1 0.1
As 1.1516 -1.7704 -3.3244 0.0 0.2 0.0
S 0.1534 1.8155 -1.9934 0.1 0.1 -0.2
S 1.2636 0.0743 -1.7250 0.0 -0.2 0.0
S -0.8918 -1.9242 -4.0660 -0.1 0.0 0.0
```
Positions in Å, forces in eV/Å.

Values from the calculation:
- Gap between HOMO and LUMO: 3.38 eV
- Lowest unoccupied orbital energy: 3.60 eV
- Total charge: -2
- ΔE to the lowest compared entry with this formula, charge and spin: 0.431 eV
- E_HOMO: 0.223 eV


Below is a molecular structure, C18H30AsN2O6ReSSb, with properties calculated with ωB97M-V/def2-TZVPD.

Geometry as XYZ:
```
60
Properties=species:S:1:pos:R:3:forces:R:3
Re 1.2583 0.9323 -0.5770 -0.5 0.3 -0.7
O 5.3493 -0.1264 -1.3104 -0.3 -0.1 -0.2
As 3.8216 0.0917 -0.5519 1.1 0.5 0.3
O 3.5869 1.5558 0.1849 -0.5 0.0 -0.1
O 2.5795 0.2278 -1.7983 -0.3 -0.5 0.6
C 3.8929 -1.2086 0.8761 -0.1 0.0 0.2
C 5.1181 -1.7909 1.1271 0.0 0.0 0.0
C 5.3110 -2.4956 2.3215 0.0 0.0 -0.1
C 4.3045 -2.6017 3.2582 0.0 0.0 0.0
C 3.0634 -2.0075 3.0307 0.0 0.0 0.0
C 2.8757 -1.3112 1.8569 0.5 0.4 -0.8
S 1.2725 -0.7973 1.4244 -1.0 -1.4 0.9
O 1.1530 -1.1505 -0.0284 0.5 0.2 0.4
O 0.3335 -1.4811 2.2486 0.0 0.3 0.3
O 1.0106 0.7214 1.4265 0.7 -0.4 -0.4
H 5.4841 0.4164 -2.1035 0.0 0.0 0.1
H 5.9255 -1.6963 0.4152 0.0 0.0 0.0
H 6.2691 -2.9626 2.5055 0.0 0.0 0.0
H 4.4693 -3.1572 4.1712 0.0 0.0 0.0
H 2.2533 -2.1032 3.7402 0.0 0.0 0.0
N 2.2424 3.7415 -0.6847 -0.1 0.1 0.1
C 2.1816 4.9022 -1.3155 -0.1 0.1 0.0
C 1.1333 4.8382 -2.2330 0.0 0.0 0.0
C 0.6058 3.5766 -2.0850 -0.1 0.0 0.0
N 1.2789 2.8913 -1.1282 0.2 0.0 0.3
H 2.9321 3.3804 -0.0301 0.0 -0.1 -0.1
H 2.8674 5.7021 -1.0864 0.0 0.0 0.0
H 0.8046 5.6128 -2.9031 0.0 0.0 0.0
H -0.2152 3.1155 -2.6074 0.0 0.0 0.0
C -3.9014 -0.0899 -1.9916 0.1 -0.1 -0.2
C -2.3893 -0.3768 -2.0191 -0.6 0.3 0.4
C -1.6283 0.6854 -2.7922 0.0 -0.1 -0.2
Sb -1.6924 -0.5692 0.0215 0.2 0.8 -1.1
C -2.0757 -2.6486 0.4428 0.1 0.1 0.1
C -1.5988 -3.4824 -0.7388 0.0 -0.1 0.1
C -3.5568 -2.8476 0.7532 0.0 -0.1 0.0
C -2.3422 0.9627 1.4122 -0.2 -0.4 -0.3
C -2.5200 2.2523 0.6235 0.0 0.1 0.2
C -3.5661 0.5254 2.2067 0.1 0.2 0.1
H -4.3267 -0.2168 -2.9897 0.0 0.0 0.0
H -4.0993 0.9374 -1.6841 0.0 0.0 0.0
H -4.4499 -0.7554 -1.3246 0.0 0.0 0.0
H -2.2003 -1.3716 -2.4190 0.1 0.0 -0.1
H -1.9322 1.6836 -2.4717 0.0 0.0 0.0
H -1.8375 0.5977 -3.8609 -0.1 0.0 0.0
H -0.5421 0.5861 -2.6763 0.0 0.0 0.0
H -1.4632 -2.8297 1.3232 0.0 -0.1 0.0
H -2.2707 -3.3913 -1.5919 0.0 0.0 0.0
H -1.6008 -4.5333 -0.4415 0.0 0.0 0.0
H -0.5837 -3.2373 -1.0546 0.0 0.0 0.0
H -4.1912 -2.6093 -0.1010 0.0 0.0 0.0
H -3.8945 -2.2737 1.6138 0.0 0.0 0.0
H -3.7150 -3.9044 0.9823 0.0 0.0 0.0
H -1.4562 1.0069 2.0449 -0.1 0.1 0.1
H -3.4151 2.2262 0.0033 0.0 0.0 0.0
H -1.6560 2.4734 -0.0105 0.0 0.0 0.0
H -2.6281 3.0879 1.3193 0.0 0.0 0.0
H -4.4595 0.4685 1.5836 0.0 0.0 0.0
H -3.7578 1.2606 2.9924 0.0 0.0 0.0
H -3.4123 -0.4329 2.7005 0.0 0.0 0.0
```
Positions in Å, forces in eV/Å.

Values from the calculation:
- Gap between HOMO and LUMO (spin up / spin down): 7.07 / 7.00 eV
- Lowest unoccupied orbital energy (spin up / spin down): -7.38 / -7.05 eV
- Total charge: +2
- Multiplicity: 2
- <S²>: 1.2494
- ΔE to the lowest compared entry with this formula, charge and spin: 2.167 eV
- E_HOMO (spin up / spin down): -14.451 / -14.049 eV


Below is a molecular structure, C18H30Cl2LuNOS4Si3, with properties calculated with ωB97M-V/def2-TZVPD.

Geometry as XYZ:
```
60
Properties=species:S:1:pos:R:3:forces:R:3
Lu -1.3612 0.0697 0.3707 -0.5 0.2 -0.3
C 0.9365 -1.1437 -2.6813 0.0 0.1 0.0
Si 1.1880 0.4405 -1.6801 0.2 0.0 0.0
C -0.1237 1.6569 -2.3131 -0.1 0.0 0.1
C 2.8815 1.1001 -2.1802 -0.1 0.0 0.0
C 0.9868 0.1975 0.1600 -0.3 0.3 0.0
Si 1.5732 1.6585 1.1692 0.1 0.1 -0.2
C 0.9749 1.6361 2.9621 -0.1 0.0 0.0
C 3.4557 1.7651 1.2614 -0.1 0.0 0.1
C 0.9657 3.2846 0.4279 0.1 0.0 0.1
Si 1.5249 -1.4224 0.7592 0.3 -0.3 0.2
C 1.3910 -1.6770 2.6263 0.0 -0.1 -0.1
C 3.2310 -2.0281 0.2378 -0.1 0.0 0.0
C 0.2545 -2.6908 0.0783 0.0 -0.2 0.1
C 0.5458 -4.0320 -0.1583 0.0 0.1 -0.1
C -0.4196 -4.8757 -0.6781 0.0 0.0 0.0
C -1.6871 -4.3759 -0.9311 -0.1 0.1 0.0
C -1.9403 -3.0535 -0.6263 0.0 0.0 0.0
N -1.0006 -2.2333 -0.1392 0.1 0.0 0.1
H 1.1641 -0.9007 -3.7223 0.0 0.0 0.0
H -0.0968 -1.4969 -2.6584 0.0 0.0 0.0
H 1.5816 -1.9747 -2.3956 0.0 0.0 0.0
H 0.3461 2.5664 -2.6927 0.0 0.0 0.0
H -0.8279 2.0138 -1.5492 0.0 0.0 0.0
H -0.7315 1.2262 -3.1096 0.0 0.0 0.0
H 2.9732 1.0875 -3.2685 0.0 0.0 0.0
H 3.6892 0.4947 -1.7668 0.0 0.0 0.0
H 3.0329 2.1295 -1.8538 0.0 0.0 0.0
H 1.5848 0.9982 3.6025 0.0 0.0 0.0
H -0.0700 1.3425 3.0999 0.0 0.0 -0.1
H 1.0475 2.6531 3.3547 0.0 0.0 0.0
H 3.8828 0.9014 1.7758 0.0 -0.1 0.0
H 3.7478 2.6510 1.8307 0.0 0.0 0.0
H 3.9237 1.8292 0.2812 0.0 0.0 -0.1
H -0.1218 3.3893 0.4211 0.0 -0.1 0.0
H 1.3285 3.4567 -0.5860 0.0 0.0 0.0
H 1.3536 4.0934 1.0532 0.0 0.0 0.0
H 2.1576 -1.1395 3.1853 0.1 0.0 -0.1
H 1.5145 -2.7425 2.8364 0.0 0.0 0.0
H 0.4258 -1.3757 3.0444 0.0 0.0 0.0
H 3.9811 -1.2808 0.5019 0.0 0.0 0.0
H 3.3020 -2.1890 -0.8384 0.0 0.0 0.0
H 3.5048 -2.9576 0.7408 0.0 0.0 0.0
H 1.5439 -4.4007 0.0371 0.0 0.0 0.0
H -0.1880 -5.9116 -0.8899 0.0 0.0 0.0
H -2.4697 -4.9939 -1.3469 0.0 0.0 0.0
H -2.9235 -2.6192 -0.7686 0.0 0.0 0.0
O -4.3811 5.4153 -2.1827 0.0 0.1 0.0
C -4.0397 4.4000 -1.6460 -0.1 -0.1 0.1
S -4.0528 2.8088 -2.4281 0.0 0.0 0.0
C -3.5044 1.8802 -1.0459 0.1 -0.1 0.0
C -3.2479 2.5634 0.0889 0.2 -0.1 0.2
S -2.6629 1.9392 1.6409 0.0 0.0 -0.1
S -3.4950 4.2991 0.0410 0.0 0.0 -0.1
S -3.2973 0.1514 -1.3469 0.1 -0.1 0.1
Cl -5.6945 -0.9922 3.3158 0.0 0.0 0.0
C -4.7597 -0.8446 1.8480 0.2 -0.1 0.0
Cl -3.0847 -1.4961 2.0932 0.0 -0.1 0.1
H -4.6198 0.1958 1.5796 -0.1 0.0 0.0
H -5.1934 -1.4467 1.0586 0.0 0.1 0.0
```
Positions in Å, forces in eV/Å.

Values from the calculation:
- Gap between HOMO and LUMO: 7.09 eV
- Lowest unoccupied orbital energy: -0.42 eV
- Total charge: 0
- E_HOMO: -7.510 eV